<one>
This record from the OMol25 dataset describes 4 unconnected molecules or ions with the total composition C4H12O3. The level of theory is the ωB97M-V functional and the def2-TZVPD basis.

Properties
- molar mass (g mol⁻¹) = 108.14
- SMILES = C=CC=C.O.O.O

The geometry in ORCA input format:
```
! RIJCOSX wB97M-V def2-TZVPD def2/J DEFGRID3
* xyz 0 1
C -0.43662 -0.35200 2.08075
C -0.28751 -1.34894 1.23498
C 0.46163 -1.44617 -0.05407
C -0.11192 -2.23898 -0.92690
H 0.15316 0.53986 1.96455
H -1.26191 -0.48253 2.90558
H -0.75428 -2.27210 1.49857
H 1.28693 -0.77298 -0.24248
H 0.29102 -2.34690 -1.98832
H -1.08244 -2.72797 -0.76809
O 1.57027 2.03938 0.71280
H 1.93023 2.69765 1.19716
H 1.22329 2.61122 -0.07142
O 0.70847 1.48533 -2.19907
H 1.52484 1.54547 -1.62439
H 0.03229 1.49794 -1.58971
O -1.76980 0.84656 -0.92412
H -1.92721 0.78667 0.05429
H -1.55045 -0.06150 -1.26010
*
```

Now the Mulliken charges, all in e: number 1, C, carries -0.645; number 2, C, carries -0.164; number 3, C, carries -0.085; number 4, C, carries -0.779; number 5, H, carries 0.324; number 6, H, carries 0.207; number 7, H, carries 0.291; number 8, H, carries 0.317; number 9, H, carries 0.253; number 10, H, carries 0.295; number 11, O, carries -0.601; number 12, H, carries 0.259; number 13, H, carries 0.300; number 14, O, carries -0.607; number 15, H, carries 0.304; number 16, H, carries 0.363; number 17, O, carries -0.699; number 18, H, carries 0.326; number 19, H, carries 0.342

=====

<two>
This record from the OMol25 dataset describes 2 unconnected molecules or ions with the total composition C4H12O3. The level of theory is the ωB97M-V functional and the def2-TZVPD basis.

Properties
- molar mass (g mol⁻¹) = 108.14
- SMILES = C[C@@H](O)CCO.O

The geometry in ORCA input format:
```
! RIJCOSX wB97M-V def2-TZVPD def2/J DEFGRID3
* xyz 0 1
C 1.09586 -1.88819 -0.58980
C 0.78559 -0.68127 0.44555
O 1.32644 0.72057 -0.13553
C -0.64755 -0.40004 0.80927
C -1.78720 -1.00853 -0.00548
O -2.97841 -0.83125 0.62775
H 0.73561 -1.84286 -1.65690
H 2.15175 -2.27689 -0.56350
H 0.55586 -2.79375 -0.27063
H 1.48737 -0.74608 1.27740
H 1.55645 1.42319 -0.77096
H -0.76157 0.76810 0.90333
H -0.88259 -0.61842 1.87429
H -1.59670 -2.19480 -0.16413
H -1.82070 -0.80212 -1.13439
H -3.76804 -1.17725 0.19680
O 1.94344 3.53161 -0.86647
H 1.13681 3.99245 -0.42072
H 2.19375 2.76917 -0.23372
*
```

Now the Mulliken charges, all in e: number 1, C, carries -1.291; number 2, C, carries 0.519; number 3, O, carries -0.677; number 4, C, carries -0.653; number 5, C, carries -0.245; number 6, O, carries -0.501; number 7, H, carries 0.298; number 8, H, carries 0.327; number 9, H, carries 0.394; number 10, H, carries 0.206; number 11, H, carries 0.329; number 12, H, carries 0.258; number 13, H, carries 0.303; number 14, H, carries 0.137; number 15, H, carries 0.286; number 16, H, carries 0.319; number 17, O, carries -0.680; number 18, H, carries 0.338; number 19, H, carries 0.334

=====

Stability, highest: <one>

=====

<one>
This record from the OMol25 dataset describes 3 unconnected molecules or ions with the total composition C4H12O3. The level of theory is the ωB97M-V functional and the def2-TZVPD basis.

Properties
- molar mass (g mol⁻¹) = 108.14
- SMILES = C/C=C/CO.O.O

The geometry in ORCA input format:
```
! RIJCOSX wB97M-V def2-TZVPD def2/J DEFGRID3
* xyz 0 1
C -0.85713 1.70474 -1.72434
C -0.78603 1.36776 -0.26282
C 0.22917 0.75963 0.35862
C 0.42784 0.87881 1.83122
O -0.53593 0.14864 2.61566
H -0.60433 2.76300 -1.79879
H -0.00417 1.20970 -2.19577
H -1.82215 1.52270 -2.18395
H -1.71063 1.54328 0.29314
H 0.90229 0.12357 -0.21157
H 0.52258 1.88256 2.24399
H 1.40857 0.52691 2.18413
H -1.37475 0.18454 2.15143
O 1.97743 -2.54934 -0.04489
H 1.11060 -2.43668 0.32760
H 2.58166 -2.97326 0.53500
O -0.61640 -2.53304 -1.43574
H -1.09143 -1.87415 -0.92662
H 0.24280 -2.24938 -1.75632
*
```

Now the Mulliken charges, all in e: number 1, C, carries -1.211; number 2, C, carries 0.046; number 3, C, carries -0.297; number 4, C, carries -0.643; number 5, O, carries -0.504; number 6, H, carries 0.329; number 7, H, carries 0.316; number 8, H, carries 0.337; number 9, H, carries 0.317; number 10, H, carries 0.402; number 11, H, carries 0.296; number 12, H, carries 0.292; number 13, H, carries 0.329; number 14, O, carries -0.619; number 15, H, carries 0.333; number 16, H, carries 0.282; number 17, O, carries -0.636; number 18, H, carries 0.299; number 19, H, carries 0.334

=====

<two>
This record from the OMol25 dataset describes 2 unconnected molecules or ions with the total composition C4H12O3. The level of theory is the ωB97M-V functional and the def2-TZVPD basis.

Properties
- molar mass (g mol⁻¹) = 108.14
- SMILES = OCCCCO.O

The geometry in ORCA input format:
```
! RIJCOSX wB97M-V def2-TZVPD def2/J DEFGRID3
* xyz 0 1
O 2.34182 -2.00278 0.11990
C 2.26790 -0.57934 0.36989
C 0.97075 -0.10962 0.96158
C -0.24076 0.19497 0.06514
C -0.18585 1.47791 -0.74451
O 1.19601 1.75332 -1.10979
H 1.46973 -2.38688 0.26026
H 3.09452 -0.34775 1.05391
H 2.47906 -0.10112 -0.58482
H 1.18244 0.86953 1.42907
H 0.60370 -0.68061 1.81816
H -1.12027 0.21096 0.70653
H -0.39226 -0.62641 -0.64015
H -0.66401 2.29415 -0.18286
H -0.71192 1.38697 -1.69918
H 1.16604 2.61120 -1.55246
O -4.14020 -1.40211 -0.32519
H -4.53074 -1.88480 0.41678
H -4.78597 -0.67759 -0.36228
*
```

Now the Mulliken charges, all in e: number 1, O, carries -0.536; number 2, C, carries -0.195; number 3, C, carries -0.943; number 4, C, carries -0.331; number 5, C, carries -0.520; number 6, O, carries -0.489; number 7, H, carries 0.314; number 8, H, carries 0.241; number 9, H, carries 0.222; number 10, H, carries 0.316; number 11, H, carries 0.447; number 12, H, carries 0.340; number 13, H, carries 0.188; number 14, H, carries 0.335; number 15, H, carries 0.333; number 16, H, carries 0.278; number 17, O, carries -0.627; number 18, H, carries 0.315; number 19, H, carries 0.315

=====

<three>
This record from the OMol25 dataset describes 2 unconnected molecules or ions with the total composition C4H12O3. The level of theory is the ωB97M-V functional and the def2-TZVPD basis.

Properties
- molar mass (g mol⁻¹) = 108.14
- SMILES = C[C@@H](O)CCO.O

The geometry in ORCA input format:
```
! RIJCOSX wB97M-V def2-TZVPD def2/J DEFGRID3
* xyz 0 1
C 1.41984 1.05439 -2.04742
C 0.27266 0.19960 -1.56586
O 0.55773 -1.16909 -1.84847
C -0.05478 0.48359 -0.09266
C -1.32245 -0.26074 0.30809
O -1.82807 0.14755 1.57436
H 1.55594 1.08826 -3.12876
H 1.21071 2.06917 -1.69772
H 2.38362 0.73262 -1.64810
H -0.63844 0.40299 -2.14491
H -0.25511 -1.68494 -1.81916
H -0.30603 1.53270 0.04349
H 0.85572 0.21638 0.42581
H -1.14685 -1.34238 0.29304
H -2.06263 -0.05649 -0.47587
H -1.28806 -0.39739 2.16609
O -0.07431 -0.73174 3.86226
H -0.15642 -1.69304 3.87257
H 0.87692 -0.59143 3.92321
*
```

Now the Mulliken charges, all in e: number 1, C, carries -1.424; number 2, C, carries 0.318; number 3, O, carries -0.562; number 4, C, carries -0.268; number 5, C, carries -0.721; number 6, O, carries -0.487; number 7, H, carries 0.356; number 8, H, carries 0.347; number 9, H, carries 0.349; number 10, H, carries 0.305; number 11, H, carries 0.332; number 12, H, carries 0.230; number 13, H, carries 0.319; number 14, H, carries 0.291; number 15, H, carries 0.333; number 16, H, carries 0.292; number 17, O, carries -0.661; number 18, H, carries 0.330; number 19, H, carries 0.321

=====

<four>
This record from the OMol25 dataset describes 2 unconnected molecules or ions with the total composition C4H12O3. The level of theory is the ωB97M-V functional and the def2-TZVPD basis.

Properties
- molar mass (g mol⁻¹) = 108.14
- SMILES = C[C@@H](O)CCO.O

The geometry in ORCA input format:
```
! RIJCOSX wB97M-V def2-TZVPD def2/J DEFGRID3
* xyz 0 1
C -1.39189 -0.00598 -0.15044
C -0.00242 -0.15180 -0.62800
O 0.69662 1.11904 -0.69403
C 0.83773 -1.01237 0.34267
C 0.63119 -2.50117 0.45434
O 0.64241 -3.00557 1.80194
H -2.16358 -0.02449 -0.89928
H -1.66922 -0.90713 0.43032
H -1.33153 0.71301 0.67799
H 0.18891 -0.49648 -1.64328
H 0.13821 1.67881 -1.24828
H 0.61856 -0.61625 1.34994
H 1.86659 -0.63353 0.20473
H 1.32027 -3.15009 -0.11229
H -0.35532 -2.64461 0.02688
H 1.25028 -2.37115 2.20072
O -0.64114 4.48369 -1.02281
H -0.16059 5.32288 -0.99102
H -0.47507 4.20319 -0.10009
*
```

Now the Mulliken charges, all in e: number 1, C, carries -1.299; number 2, C, carries 0.174; number 3, O, carries -0.581; number 4, C, carries -0.892; number 5, C, carries -0.251; number 6, O, carries -0.502; number 7, H, carries 0.369; number 8, H, carries 0.355; number 9, H, carries 0.357; number 10, H, carries 0.319; number 11, H, carries 0.313; number 12, H, carries 0.345; number 13, H, carries 0.416; number 14, H, carries 0.280; number 15, H, carries 0.282; number 16, H, carries 0.311; number 17, O, carries -0.628; number 18, H, carries 0.314; number 19, H, carries 0.319

=====

Stability, highest: <three>

=====

<one>
This record from the OMol25 dataset describes 2 unconnected molecules or ions with the total composition C4H12O3. The level of theory is the ωB97M-V functional and the def2-TZVPD basis.

Properties
- molar mass (g mol⁻¹) = 108.14
- SMILES = OCCCCO.O

The geometry in ORCA input format:
```
! RIJCOSX wB97M-V def2-TZVPD def2/J DEFGRID3
* xyz 0 1
O 0.98337 1.31662 0.97763
C 1.55778 -0.01088 0.98032
C 1.38577 -0.72053 -0.32514
C -0.04203 -0.68311 -1.00176
C -1.08536 -1.13676 0.00796
O -0.58707 -2.36862 0.54424
H 1.45782 1.79229 0.26540
H 2.62594 0.07335 1.20438
H 1.07293 -0.53254 1.80215
H 1.64130 -1.77318 -0.21310
H 2.05638 -0.31140 -1.09173
H 0.08512 -1.40216 -1.80838
H -0.11328 0.32863 -1.37838
H -2.06481 -1.25092 -0.46326
H -1.17582 -0.42896 0.83398
H -1.20426 -2.62819 1.22476
O -2.53458 3.20556 -0.36852
H -2.24198 3.95487 -0.90855
H -1.81723 2.57594 -0.28199
*
```

Now the Mulliken charges, all in e: number 1, O, carries -0.509; number 2, C, carries -0.626; number 3, C, carries -0.649; number 4, C, carries -0.519; number 5, C, carries -0.476; number 6, O, carries -0.507; number 7, H, carries 0.309; number 8, H, carries 0.325; number 9, H, carries 0.332; number 10, H, carries 0.401; number 11, H, carries 0.361; number 12, H, carries 0.311; number 13, H, carries 0.272; number 14, H, carries 0.369; number 15, H, carries 0.323; number 16, H, carries 0.286; number 17, O, carries -0.644; number 18, H, carries 0.315; number 19, H, carries 0.327

=====

<two>
This record from the OMol25 dataset describes 3 unconnected molecules or ions with the total composition C4H12O3. The level of theory is the ωB97M-V functional and the def2-TZVPD basis.

Properties
- molar mass (g mol⁻¹) = 108.14
- SMILES = CCCC=O.O.O

The geometry in ORCA input format:
```
! RIJCOSX wB97M-V def2-TZVPD def2/J DEFGRID3
* xyz 0 1
C 2.18129 -0.47062 -1.12818
C 1.30515 0.64007 -1.68630
C 0.26917 1.22176 -0.71071
C -0.81289 0.21196 -0.42859
O -0.62888 -0.70457 0.33363
H 1.56800 -1.18082 -0.58037
H 2.88258 -0.06044 -0.40226
H 2.70515 -0.99295 -1.92150
H 0.72746 0.28499 -2.55230
H 1.91053 1.43909 -2.11717
H -0.11829 2.14454 -1.14084
H 0.74868 1.48533 0.24119
H -1.68280 0.19505 -1.09799
O -0.14612 -1.67084 3.85235
H 0.52064 -2.22646 3.41714
H 0.21440 -0.78268 3.74674
O -4.11813 0.41409 0.52113
H -4.22258 -0.54217 0.64713
H -3.30338 0.59467 1.00688
*
```

Now the Mulliken charges, all in e: number 1, C, carries -1.014; number 2, C, carries -0.486; number 3, C, carries -0.572; number 4, C, carries -0.029; number 5, O, carries -0.465; number 6, H, carries 0.267; number 7, H, carries 0.285; number 8, H, carries 0.325; number 9, H, carries 0.314; number 10, H, carries 0.332; number 11, H, carries 0.274; number 12, H, carries 0.302; number 13, H, carries 0.469; number 14, O, carries -0.624; number 15, H, carries 0.314; number 16, H, carries 0.307; number 17, O, carries -0.644; number 18, H, carries 0.328; number 19, H, carries 0.317

=====

Stability, highest: <two>

=====

<one>
This record from the OMol25 dataset describes C4H8Br2Si in the gas phase. The level of theory is the ωB97M-V functional and the def2-TZVPD basis.

Properties
- molar mass (g mol⁻¹) = 244.00
- SMILES = C[Si](C)(Br)/C=C/Br

The geometry in ORCA input format:
```
! RIJCOSX wB97M-V def2-TZVPD def2/J DEFGRID3
* xyz 0 1
C -1.12274 0.31356 -1.57711
Si -0.34755 -0.11613 0.07243
C -1.49573 0.08500 1.66706
Br -0.11390 -2.40184 -0.12899
C 1.45426 0.48175 -0.20909
C 2.61759 -0.34739 -0.02915
Br 4.17314 0.55551 0.22023
H -1.22831 -0.49174 -2.27170
H -2.19759 0.64231 -1.27458
H -0.62177 1.17615 -2.06351
H -2.49018 0.06105 1.25777
H -1.43440 -0.93528 2.30991
H -1.24986 0.89068 2.35939
H 1.57018 1.50931 -0.36440
H 2.48687 -1.42294 0.03172
*
```

Now the Mulliken charges, all in e: number 1, C, carries -0.993; number 2, Si, carries 0.804; number 3, C, carries -1.027; number 4, Br, carries -0.392; number 5, C, carries -0.502; number 6, C, carries -0.282; number 7, Br, carries -0.127; number 8, H, carries 0.325; number 9, H, carries 0.257; number 10, H, carries 0.283; number 11, H, carries 0.321; number 12, H, carries 0.256; number 13, H, carries 0.327; number 14, H, carries 0.437; number 15, H, carries 0.313

=====

<two>
This record from the OMol25 dataset describes C4H8Br2Si in the gas phase. The level of theory is the ωB97M-V functional and the def2-TZVPD basis.

Properties
- molar mass (g mol⁻¹) = 244.00
- SMILES = C=C[Si](Br)(Br)CC

The geometry in ORCA input format:
```
! RIJCOSX wB97M-V def2-TZVPD def2/J DEFGRID3
* xyz 0 1
C 0.38356 -0.01657 -2.47900
C -0.31286 -0.82703 -1.68154
Si -1.04159 -0.41912 0.01569
Br -2.82795 -1.74387 0.29394
Br -1.93264 2.04378 0.15355
C -0.02964 -0.29179 1.74601
C 1.22444 0.67273 1.38978
H 0.65157 -0.35666 -3.57956
H 0.70879 0.97822 -2.35948
H -0.81127 -1.60226 -2.19803
H -0.65696 0.15457 2.51722
H 0.24553 -1.25433 2.06657
H 1.87729 0.08243 0.75237
H 0.79684 1.66623 1.04071
H 1.72489 0.91367 2.32178
*
```

Now the Mulliken charges, all in e: number 1, C, carries -0.519; number 2, C, carries -0.313; number 3, Si, carries 0.676; number 4, Br, carries -0.285; number 5, Br, carries -0.392; number 6, C, carries -0.755; number 7, C, carries -0.974; number 8, H, carries 0.179; number 9, H, carries 0.291; number 10, H, carries 0.367; number 11, H, carries 0.316; number 12, H, carries 0.474; number 13, H, carries 0.331; number 14, H, carries 0.258; number 15, H, carries 0.347

=====

Stability, highest: <two>